This record from OMol25 describes 14 unconnected molecules or ions with the total composition C77H108F14N19O30S14. The level of theory is ωB97M-V/def2-TZVPD.

Geometry as XYZ:
```
262
Properties=species:S:1:pos:R:3:forces:R:3:mulliken_charge:R:1
C 28.99965 20.76030 20.97452 1.21 -0.08 -0.93 -0.516
N 27.97616 20.91028 19.93864 -0.72 0.17 -0.78 0.301
C 26.84830 21.49117 20.28260 -1.68 0.59 0.38 -1.357
C 25.73117 21.52143 19.45775 1.00 0.28 0.60 -0.504
C 25.87591 21.09791 18.13930 -1.29 -0.22 -0.28 0.762
C 27.11276 20.66900 17.71138 0.78 0.05 0.67 -0.222
C 28.12473 20.55932 18.65035 1.00 -0.16 -0.41 -0.815
C 24.72278 21.04550 17.19072 -1.40 -0.08 -1.32 0.488
C 24.32373 19.85021 16.52110 0.62 0.36 0.21 -0.571
C 23.25049 19.81736 15.66298 0.00 1.12 0.15 -0.841
N 22.53586 20.94643 15.46714 -0.59 -0.34 0.36 0.176
C 22.84598 22.11143 16.02798 1.13 -0.58 0.78 -0.695
C 23.95487 22.18138 16.85110 0.38 0.03 0.80 -0.849
C 21.38500 21.00944 14.54400 1.21 0.07 -0.34 -1.168
H 29.77393 20.22722 20.42278 0.53 -0.14 0.75 0.188
H 28.63667 20.22115 21.84954 -0.11 0.03 -0.25 0.156
H 29.33009 21.76210 21.24894 0.11 -0.16 0.13 0.356
H 26.85319 21.98592 21.24258 -0.17 -0.38 0.37 0.703
H 24.85673 21.91434 19.95512 -0.36 0.10 -0.73 0.808
H 27.34102 20.46610 16.67546 -0.05 -0.19 0.00 0.726
H 29.12315 20.26828 18.35904 0.15 -0.45 0.04 0.555
H 24.84070 18.90245 16.55064 0.40 0.04 0.55 0.327
H 22.98861 18.92534 15.11334 -0.30 0.07 0.04 0.821
H 22.20064 22.95688 15.84054 0.06 0.04 -0.07 0.699
H 24.15320 23.15468 17.27507 0.27 -0.05 0.05 0.898
H 21.88108 21.57894 13.75806 -0.86 -0.32 -0.84 0.418
H 20.62038 21.64561 14.98982 -0.20 -0.59 -0.06 0.358
H 21.13509 19.97717 14.29896 -0.49 0.51 -0.23 0.423
C 11.94719 16.89062 16.79828 0.46 0.55 0.04 -0.814
N 12.99046 17.72751 17.46370 -0.91 -0.88 -0.15 -0.020
C 12.64815 18.94754 17.85494 1.69 0.65 -0.09 -0.212
C 13.59215 19.70245 18.56767 -1.49 0.04 0.34 -0.833
C 14.77065 19.13040 19.04108 -1.06 -0.74 -1.67 0.748
C 15.01976 17.82370 18.61296 0.66 0.13 0.84 -0.606
C 14.12326 17.13283 17.83244 0.97 0.38 0.17 -0.448
C 15.70525 19.89140 19.85170 0.87 1.72 1.15 1.072
C 15.97824 21.24705 19.50797 -0.48 -0.90 -0.59 -0.910
C 16.71149 22.10405 20.27985 -0.52 -0.65 0.68 -0.533
N 17.14655 21.67118 21.49936 -1.90 -2.10 -2.28 0.319
C 16.92128 20.38080 21.86410 0.98 -0.72 -0.96 -0.562
C 16.28428 19.42020 21.03720 -0.16 1.74 0.21 -0.771
C 17.95049 22.52436 22.24822 2.55 2.03 1.22 -0.887
H 11.10217 17.56739 16.67174 -0.25 -0.67 0.08 0.272
H 11.81606 16.07082 17.50454 -0.63 -0.08 -0.50 0.405
H 12.29399 16.57608 15.81394 0.06 -0.15 0.19 0.343
H 11.69758 19.28491 17.46893 0.02 0.40 0.39 0.410
H 13.24058 20.67833 18.86844 0.31 0.23 0.02 0.499
H 15.94304 17.39256 18.97084 0.04 -0.50 -0.42 0.400
H 14.31387 16.13513 17.46548 -0.08 -0.06 0.04 0.519
H 15.59363 21.60026 18.56261 0.03 0.20 -0.04 0.614
H 16.91504 23.12649 19.99773 0.10 -0.02 0.07 0.684
H 17.51792 20.08216 22.71336 -0.49 -0.08 0.51 0.737
H 16.15299 18.39454 21.34894 0.16 0.04 0.28 0.611
H 17.89278 23.55474 21.89736 -1.04 0.05 0.48 0.548
H 18.99807 22.40520 21.97168 0.27 -0.81 0.10 -0.058
H 17.88382 22.38724 23.32750 -0.35 0.09 -0.16 0.535
C 28.88831 16.56013 21.47658 0.11 -1.13 -0.04 -0.170
N 27.58869 17.13123 21.07464 -1.06 0.50 1.21 1.420
C 26.81187 17.58219 22.11284 -1.85 1.25 -1.67 -0.995
C 25.48561 18.12909 21.86810 3.00 -0.83 0.23 -0.812
C 25.03993 18.13073 20.57252 0.09 0.64 -0.97 1.251
C 25.88879 17.63245 19.53380 -1.51 -0.09 0.85 -0.364
C 27.13169 17.10516 19.80732 -0.65 0.45 0.26 -1.149
C 23.70303 18.78731 20.29454 0.26 0.63 -1.07 0.939
C 23.22958 19.96213 20.95124 0.07 -1.41 0.43 -1.295
C 21.94916 20.44489 20.74724 0.97 0.33 0.18 -0.838
N 21.15975 19.92935 19.80252 0.89 -1.20 -0.94 0.958
C 21.64699 18.91530 19.04374 0.19 -0.25 0.52 -0.843
C 22.92425 18.34860 19.23144 -1.97 0.34 0.22 -0.621
C 19.82976 20.51208 19.52467 0.48 -0.18 0.50 0.052
H 28.56825 15.84337 22.23282 0.74 0.19 0.53 0.164
H 29.58376 17.34225 21.78110 -0.14 -0.17 0.13 0.345
H 29.34568 15.94531 20.70140 -0.07 0.45 -0.31 -0.497
H 27.22852 17.64799 23.10706 0.30 -0.39 -0.03 1.000
H 24.92494 18.62159 22.64880 0.12 -0.36 0.35 -0.138
H 25.45339 17.49615 18.55488 0.28 0.14 -0.26 -0.076
H 27.71973 16.65541 19.02098 0.42 -0.06 0.22 1.045
H 23.84305 20.37052 21.74072 -0.11 0.25 0.13 0.662
H 21.52978 21.24727 21.33606 0.17 0.10 -0.14 0.875
H 20.94695 18.47954 18.34626 0.02 0.07 -0.35 0.626
H 23.09850 17.49064 18.59904 0.46 -0.21 0.08 0.476
H 19.46327 20.10047 18.58426 0.01 0.29 0.00 0.156
H 20.01357 21.58646 19.52902 -0.53 0.05 -0.42 -0.157
H 19.17219 20.21570 20.34190 -0.04 0.02 -0.03 0.035
C 23.58255 23.26653 23.21326 -0.49 -0.19 -0.50 -0.600
N 23.06235 24.43718 23.95584 -1.02 0.62 -0.24 0.395
C 21.84311 24.96725 23.67630 -1.21 0.33 1.71 0.034
C 21.23165 25.96440 24.51264 1.34 -2.07 -2.13 -1.119
C 22.04295 26.60829 25.40166 0.96 1.33 0.97 1.230
C 23.35746 26.11176 25.63200 -0.70 -0.37 -0.92 -1.092
C 23.78493 24.96813 24.94692 0.09 1.11 0.99 -0.275
C 21.55081 27.95944 25.91484 0.81 0.74 0.53 0.915
C 22.49189 29.02256 26.12466 -2.15 0.61 0.02 -0.771
C 21.96412 30.31123 26.36442 -0.21 -1.32 0.31 -0.168
N 20.63361 30.51230 26.57872 -0.10 0.17 -0.49 0.008
C 19.72315 29.54429 26.45654 1.47 -3.10 -0.91 -0.382
C 20.17788 28.23647 26.09788 0.64 1.06 0.80 -0.564
C 20.12230 31.85442 26.90002 -0.28 0.78 0.18 -0.837
H 23.10650 22.37017 23.61076 0.08 0.11 0.10 0.004
H 24.66307 23.15014 23.29706 -0.16 0.35 0.25 0.331
H 23.29698 23.39543 22.16926 0.02 0.07 -0.03 0.241
H 21.23596 24.55759 22.88260 0.47 -0.24 -0.15 0.404
H 20.20629 26.24691 24.32500 0.12 0.08 -0.25 0.412
H 24.06841 26.63005 26.25836 -0.11 -0.19 0.29 0.437
H 24.72093 24.47764 25.16996 0.12 0.08 -0.04 0.628
H 23.56554 28.90565 26.12382 -0.03 -0.04 -0.35 0.363
H 22.56180 31.20917 26.41808 0.19 -0.12 0.15 0.390
H 18.65834 29.69115 26.56154 0.11 0.60 0.33 0.454
H 19.49081 27.40395 26.13320 -0.31 0.18 -0.33 0.504
H 19.34613 32.13761 26.18906 0.32 0.00 -0.26 0.382
H 20.94197 32.57289 26.90720 -0.19 -0.09 -0.07 0.260
H 19.62229 31.86064 27.86856 0.33 -0.24 0.14 0.379
C 24.97816 12.11168 21.59662 0.49 -2.77 -1.19 -1.012
N 24.44056 12.94812 22.56220 -0.64 3.55 1.25 0.498
C 24.67673 14.28489 22.37110 -2.29 -0.42 2.44 -0.330
C 24.00133 15.18588 23.25484 1.24 -0.70 -1.50 0.104
C 23.19573 14.69401 24.25328 0.30 -2.85 2.13 0.462
C 23.12819 13.28291 24.51080 -0.24 0.17 -2.99 -1.031
C 23.62570 12.43554 23.50062 0.16 1.58 1.58 -0.388
C 22.52419 15.48400 25.30240 0.29 2.19 -0.11 0.479
C 23.25934 16.53234 25.93360 -2.82 0.00 0.93 -0.863
C 22.52196 17.40301 26.79912 0.55 -2.28 -1.98 -0.757
N 21.16437 17.21884 26.95418 1.85 -0.11 -0.13 0.311
C 20.46226 16.27334 26.32268 1.55 -1.39 -0.89 -0.761
C 21.14347 15.35557 25.50836 -0.08 1.06 0.21 -0.512
C 20.43203 18.16711 27.73870 -0.63 1.56 0.31 -0.991
H 24.16584 12.02114 20.87548 0.58 -0.51 -0.66 0.529
H 25.15133 11.18721 22.14750 0.24 -0.36 -0.78 0.455
H 25.92689 12.44433 21.17548 -0.38 0.06 0.13 0.072
H 25.22058 14.47369 21.45734 0.29 0.50 0.25 -0.222
H 24.13314 16.25400 23.16452 -0.07 0.01 -0.22 0.335
H 22.50221 12.82802 25.26422 0.14 0.26 0.26 0.718
H 23.38960 11.38263 23.45536 0.40 -0.10 0.07 0.605
H 24.30693 16.66906 25.70940 0.04 0.11 0.29 1.189
H 23.06563 18.22747 27.23626 -0.59 0.19 0.42 0.621
H 19.38752 16.27027 26.42914 0.08 0.08 0.14 0.506
H 20.56786 14.69573 24.87616 -0.03 -0.26 0.23 0.608
H 20.05189 17.79052 28.68832 0.28 -0.28 -0.11 0.303
H 19.59381 18.48419 27.11824 -0.05 0.21 0.19 0.377
H 21.09033 19.02183 27.89426 -0.30 0.00 0.19 0.324
C 27.88723 17.67039 26.91430 -2.35 0.36 -1.14 -2.091
C 29.00447 17.61102 27.87884 -0.08 1.17 1.97 1.303
C 28.43853 18.40209 29.17224 -0.12 -1.50 0.83 -1.026
C 28.95855 17.88294 30.53588 0.50 0.88 -1.12 -1.028
C 28.77874 16.40347 30.72290 -1.46 0.00 0.24 -1.028
C 29.49206 15.58848 29.70034 1.26 -1.08 -0.14 1.176
N 29.22794 16.16464 28.27198 5.35 -5.31 -5.19 1.185
O 29.70188 15.31815 27.27318 -3.56 5.78 6.29 -0.265
C 29.05480 14.11458 29.77842 -0.71 0.03 -0.68 -1.869
C 31.01888 15.72372 30.02848 0.42 0.50 -0.72 -1.512
C 30.33384 18.26188 27.33710 0.03 -1.01 0.02 -1.677
H 27.98632 17.32612 25.88484 0.80 0.26 0.07 0.689
H 27.47640 18.67603 27.00376 0.77 0.41 -0.70 0.324
H 26.94180 17.20895 27.19948 0.39 -0.98 0.76 0.544
H 27.36311 18.23159 29.22214 -0.16 0.02 -0.41 0.393
H 28.57208 19.48371 29.15288 0.34 -0.14 -0.67 0.534
H 28.55089 18.46759 31.36056 -0.22 -0.09 -0.13 0.473
H 30.02116 18.12438 30.51006 0.20 -0.14 0.49 0.369
H 27.77531 15.98668 30.63628 -0.74 0.94 0.23 0.407
H 29.05762 16.15787 31.74760 0.44 -0.41 -0.25 0.438
H 29.42548 13.41178 29.03226 1.08 0.31 0.28 0.406
H 28.00032 13.96835 29.54436 -0.33 0.65 0.54 0.365
H 29.23902 13.80831 30.80816 0.13 -0.23 -0.19 0.468
H 31.38145 16.73587 29.84904 -0.01 -0.03 -0.31 0.364
H 31.68540 15.03040 29.51548 -0.35 -0.08 -0.16 0.402
H 31.16495 15.62526 31.10414 -0.39 -0.42 -0.02 0.397
H 30.56781 17.86914 26.34760 -0.24 0.02 -0.07 0.422
H 31.21547 18.02911 27.93430 -0.22 -0.08 0.33 0.417
H 30.27244 19.34913 27.29004 -0.50 -0.12 0.04 0.349
C 28.19102 16.56026 15.44510 0.25 0.63 0.29 -0.855
C 27.80992 15.38186 14.55350 -1.68 1.37 -0.46 -0.138
N 26.82616 15.74352 13.35898 -0.70 -1.11 0.43 0.351
C 25.44350 16.30944 13.92900 0.99 0.04 -1.47 -1.196
C 27.59731 16.72661 12.41088 -2.49 1.15 -0.08 -0.241
C 26.65775 17.40565 11.34422 0.51 -0.66 0.21 -1.130
C 26.49285 14.39547 12.53072 -1.01 0.56 0.61 -0.726
C 25.82349 13.24453 13.32994 0.84 1.02 0.83 -0.406
O 26.84208 12.71983 14.13850 0.02 -0.80 -0.16 -0.311
C 26.46591 11.62704 14.96890 -0.26 0.28 1.10 -0.693
H 28.58680 16.08750 16.34396 0.50 0.06 -0.06 0.221
H 27.38310 17.17486 15.84210 -0.93 -0.47 -0.16 -0.204
H 28.85310 17.36411 15.12328 0.63 -0.66 -0.47 0.557
H 27.20362 14.78871 15.23810 0.37 -0.74 -0.59 0.168
H 28.63249 14.88630 14.03784 0.00 -0.14 0.59 0.524
H 24.76464 16.35813 13.07760 0.14 -0.03 -0.07 0.537
H 25.55078 17.32960 14.29760 0.52 -0.06 -0.06 0.490
H 24.93593 15.72637 14.69744 0.86 -0.51 0.02 0.193
H 28.40852 16.19591 11.91250 0.03 -0.01 0.53 0.429
H 27.86824 17.54486 13.07810 0.79 -0.39 -0.06 0.184
H 26.01091 18.17773 11.76088 -0.45 -0.57 0.36 0.240
H 26.14772 16.62074 10.78576 -0.46 0.31 0.06 0.325
H 27.15955 18.00241 10.58254 0.82 -0.40 0.13 0.425
H 27.40575 14.05798 12.04000 0.10 0.13 0.32 0.370
H 25.77627 14.70106 11.76834 0.17 0.22 -0.05 0.421
H 25.31520 12.50739 12.70836 0.49 -0.12 -0.63 0.656
H 25.00752 13.60535 13.95614 -0.19 0.44 0.22 0.146
H 27.34910 11.25318 15.48688 0.18 -0.24 -0.72 0.279
H 25.85758 10.85763 14.49346 0.45 -0.11 -0.51 0.384
H 25.86763 11.94819 15.82156 -0.43 0.55 -0.01 0.139
N 20.22191 20.30260 23.09192 0.33 -3.20 -0.98 -0.022
S 20.40881 20.70021 24.55116 1.69 3.96 7.30 0.628
O 21.58432 20.30117 25.32074 -1.20 -0.61 -1.90 -0.364
O 19.21101 20.70297 25.33312 -0.17 0.56 -0.89 -0.683
F 20.82393 22.23652 24.32024 -0.71 0.30 -0.68 -0.006
S 20.27097 18.68151 23.40516 -0.46 -6.53 -1.02 0.688
O 19.37142 18.08731 24.41634 1.41 2.45 -1.57 -0.663
O 21.49489 17.90861 23.24258 -0.19 2.41 0.62 -0.157
F 19.59483 18.22450 22.06412 -1.01 0.73 -0.94 -0.313
N 31.06856 16.04463 18.02858 0.22 -1.95 0.75 -0.004
S 31.50250 17.47053 18.27604 2.66 5.26 -1.38 0.990
O 32.89849 17.81064 18.01424 -2.52 -0.64 0.51 -0.606
O 30.91598 18.08753 19.44910 -0.72 0.42 -0.52 -0.529
F 30.70013 18.13381 17.00418 -0.04 -0.10 0.79 -0.308
S 31.96170 15.26998 19.12824 2.49 -5.65 2.85 0.885
O 31.72727 15.54446 20.54670 0.22 1.58 -1.76 -0.561
O 33.30651 14.81958 18.76338 -2.71 1.94 0.01 -0.554
F 31.14177 13.92622 19.10440 -0.56 -0.41 -1.11 -0.233
N 20.59486 18.05620 15.92598 6.57 -3.12 0.50 0.314
S 19.15944 17.95482 15.75248 -10.29 3.48 -1.93 0.711
O 18.40138 17.87682 16.98049 0.16 -0.13 0.00 -0.528
O 18.61138 17.30949 14.58520 0.77 0.06 1.38 -0.634
F 18.96704 19.53719 15.36560 -0.12 -0.12 0.26 -0.361
S 20.87487 16.38480 15.89412 3.18 -2.23 1.97 0.943
O 20.92192 15.77414 14.62618 -0.04 0.54 -0.51 -0.544
O 20.39549 15.63414 17.02329 -0.79 1.26 -0.79 -0.602
F 22.40054 16.51057 16.34382 0.66 0.73 -0.36 -0.212
N 28.19066 12.64684 26.17718 1.38 1.21 -5.28 -0.425
S 27.84898 13.25443 24.57250 5.36 0.31 -1.05 1.044
O 27.45403 14.64221 24.32026 -0.31 -1.52 0.91 -0.022
O 27.37428 12.23881 23.71562 -1.26 -0.39 -0.25 -0.619
F 29.43343 13.32142 24.15738 -1.58 0.08 0.58 -0.354
S 26.93493 13.18355 26.77860 -4.61 0.44 7.04 0.938
O 25.66875 12.60732 26.35658 0.48 1.55 -1.04 -0.617
O 26.96467 14.59559 27.23714 -0.46 -2.35 -0.98 -0.468
F 27.07316 12.29370 28.14882 0.32 1.17 -0.38 -0.378
N 26.33027 19.32461 24.68064 -3.44 1.43 1.71 0.125
S 25.13815 20.08467 25.57374 -3.34 -1.77 0.65 0.580
O 24.76021 21.43982 25.16570 1.06 -1.66 0.68 -0.428
O 25.09544 19.69291 26.96570 0.17 0.73 -1.73 -0.555
F 23.96193 19.21467 24.90958 0.33 0.14 0.07 0.114
S 27.28374 20.52442 24.78386 8.43 -0.51 0.72 0.734
O 27.72770 20.91926 26.11840 -1.82 0.12 -1.93 -0.560
O 27.30647 21.43045 23.69778 -1.13 1.59 -0.83 -0.453
F 28.58621 19.62453 24.32096 -0.39 0.09 0.06 -0.380
N 21.36438 24.38185 20.39680 -5.32 1.43 4.84 0.410
S 19.85939 25.09075 20.08468 -3.79 5.19 1.32 0.847
O 18.76021 24.25457 19.67268 1.24 -0.79 0.87 -0.537
O 19.80725 26.43330 19.49064 1.29 -3.18 1.04 -0.561
F 19.50930 25.46237 21.62478 0.42 -0.89 -0.08 -0.279
S 21.68234 24.31552 18.97492 7.89 0.90 -9.39 0.577
O 22.28053 25.49932 18.35202 -1.49 -1.94 1.26 -0.645
O 20.92153 23.47528 18.10002 -0.63 -0.42 0.30 -0.536
F 23.01585 23.43296 19.21750 0.45 -0.76 0.31 -0.104
N 25.86807 14.49933 19.32568 5.25 -1.68 1.27 0.125
S 27.00032 13.38523 18.70932 7.02 -1.75 0.14 0.786
O 27.63892 13.64439 17.41092 -2.25 0.37 1.96 -0.518
O 26.88263 11.97356 19.02660 -0.83 2.53 0.32 -0.551
F 28.15102 13.97912 19.68438 -0.82 -0.49 0.01 -0.303
S 24.91102 14.17066 18.25472 -10.07 -0.17 -5.20 0.487
O 24.17062 12.88901 18.39684 2.37 2.55 -1.02 -0.728
O 25.11767 14.78794 16.92096 -0.13 -1.48 2.38 -0.030
F 23.78748 15.17143 18.86401 -0.51 0.70 0.02 -0.382
```
Positions in Å, forces in eV/Å.

## Properties
DFT total energy = -13266.86922 Eh
total charge = +5
frontier orbital gap = 4.6 eV